Entry from the OMol25 dataset: a molecular structure, C33H48MnO6P4 (ωB97M-V with the def2-TZVPD basis set).

Atoms and positions in Å:
Mn -0.3753 -0.7889 0.3830
P -1.4166 1.6405 2.6893
P -1.3674 -2.3249 -1.0346
P 1.5138 -0.4205 -2.3600
P -1.1959 -2.1845 2.0324
O 0.9552 -0.5020 -0.9505
O 0.6966 -0.0580 1.6762
O 2.3008 0.9760 -2.3194
O 2.6403 -1.5627 -2.5064
O 0.5616 -0.5648 -3.4790
O 1.6903 -0.0243 3.6660
C -3.4413 3.1679 3.6566
C -2.8472 -4.7257 -0.6863
C -2.2050 -3.6488 -0.0791
C 0.2733 -3.0537 2.7088
C 1.0081 0.4815 2.7902
C -1.4214 4.4143 3.2158
C -0.8853 4.7306 0.5268
C -3.2448 -5.7219 1.4607
C -2.1787 4.2545 0.6740
C -2.4614 2.9117 0.4655
C -2.0940 3.1856 3.2604
C 3.3171 0.8535 -4.5483
C 3.7046 2.7601 -2.9663
C -1.4634 2.0202 0.0355
C -2.1248 -1.9259 3.5947
C -2.6065 -4.6556 2.0700
C 0.3790 1.8796 2.9601
C -0.2871 -3.3782 -2.0725
C 1.4704 2.4591 -4.0471
C 2.6893 1.7384 -3.4735
C -2.0952 -3.6069 1.3079
C 3.0480 -2.8484 -0.4741
C -4.0979 4.3388 3.9764
C -2.0893 5.5844 3.5143
C -3.4293 5.5538 3.8838
C 4.2665 -0.7075 -0.8595
C 3.6482 -1.9268 -1.5383
C -3.3716 -5.7526 0.0794
C 4.7032 -2.6893 -2.3348
C -1.7862 0.6168 -0.3156
C 0.1187 3.8587 0.1052
C -2.6016 -1.8668 -2.3052
C -0.1695 2.5332 -0.1608
H -1.5326 -1.2860 4.2497
H 4.7028 -0.0387 -1.6008
H -3.0752 -1.4380 3.3809
H 4.0124 3.4057 -3.7886
H 5.4687 -3.0755 -1.6621
H -2.2970 -2.8781 4.0901
H 2.1868 -2.3655 -0.0160
H 3.2615 3.3728 -2.1807
H -2.9734 4.9333 0.9582
H 2.7395 -3.7938 -0.9223
H -3.9525 6.4768 4.0940
H 3.7840 -3.0540 0.3037
H -1.5701 6.5310 3.4436
H 0.9947 3.0722 -3.2800
H 0.8997 -2.3360 3.2415
H 0.8481 -3.4803 1.8865
H -0.6605 5.7669 0.7451
H 3.6357 1.4744 -5.3855
H -3.4075 -1.2845 -1.8617
H -5.1349 4.3090 4.2822
H 0.4202 -3.9261 -1.4528
H 4.2357 -3.5198 -2.8637
H -1.6524 0.5123 -1.3988
H 1.7761 3.1004 -4.8742
H -3.0109 -2.7581 -2.7808
H 2.5867 0.1241 -4.8964
H 1.1331 4.2204 -0.0153
H -2.0785 -1.2729 -3.0571
H -0.3811 4.4462 2.9226
H 0.7749 2.5361 2.1793
H -2.9303 -4.7678 -1.7648
H 5.0447 -1.0289 -0.1674
H -3.4785 2.5579 0.5886
H 0.6049 1.8732 -0.5345
H 5.1686 -2.0343 -3.0716
H 3.5029 -0.1619 -0.3073
H -0.9045 -4.0797 -2.6347
H 4.1836 0.3157 -4.1613
H -2.5058 -4.6537 3.1472
H -2.8271 0.3934 -0.0615
H 4.5845 2.2636 -2.5565
H 0.2484 -2.7277 -2.7602
H -3.6382 -6.5287 2.0649
H -3.9544 2.2153 3.7218
H 0.5897 2.2837 3.9511
H 0.7493 1.7242 -4.4015
H -3.8706 -6.5843 -0.4002
H -0.0294 -3.8545 3.3859

Atoms 1-6, force components in eV/Å:
-1.91 -1.05 -1.08
0.04 0.58 -0.35
0.05 -0.32 -0.12
-0.33 -0.39 0.73
-0.01 -0.63 0.06
1.11 0.34 -0.44

Output
<S²>: 0.967
Spin multiplicity: 2
Energy relative to the best compared isomer or geometry (same formula, charge and spin) (kJ/mol): 466.5

For reference, the Mulliken charges in units of e are: Mn 0.063; P 0.539; P 1.332; P -1.714; P 1.696; O 3.493; O -0.350; O 0.458; O -0.281; O -0.860; O -0.744; C -0.740; C -0.790; C -0.115; C -1.380; C -0.444; C -0.777; C -0.583; C -0.858; C -0.605; C 0.089; C 0.671; C -1.481; C -1.574; C -0.440; C -1.509; C -0.801; C -0.450; C -1.321; C -1.536; C 1.554; C 0.277; C -1.606; C -0.564; C -0.604; C -0.559; C -1.217; C 1.867; C -0.802; C -1.903; C -1.072; C -1.091; C -1.556; C -0.494; H 0.412; H 0.143; H 0.325; H 0.432; H 0.388; H 0.529; H -0.137; H 0.222; H 0.573; H 0.354; H 0.386; H 0.506; H 0.403; H 0.202; H 0.365; H 0.309; H 0.505; H 0.538; H 0.327; H 0.418; H 0.224; H 0.381; H 0.569; H 0.508; H 0.541; H 0.285; H 0.429; H 0.367; H 0.619; H 0.219; H 0.272; H 0.609; H 0.450; H 0.833; H 0.383; H 0.048; H 0.597; H 0.207; H 0.266; H 0.348; H 0.321; H 0.360; H 0.401; H 0.446; H 0.727; H 0.313; H 0.401; H 0.456